[1]
Below is 3 unconnected molecules or ions with the total composition C31H36F5N5P, with properties calculated with wB97M-V/def2-TZVPD.

Geometry (Å):
C (0.47964, -1.12529, 0.96094)
P (1.34286, 0.47992, 0.74424)
C (1.12470, 1.23906, 2.37411)
N (0.09060, 1.36445, -0.26740)
N (-0.50647, 2.36343, 0.35897)
C (-1.37410, 3.05488, -0.32687)
C (-1.71572, 2.75877, -1.64670)
C (-2.76917, 3.62780, -2.28852)
C (-4.17273, 3.04458, -2.13877)
N (-4.75707, 2.85046, -1.04137)
C (-1.09396, 1.69510, -2.28261)
C (-1.45198, 1.32029, -3.69084)
C (-2.20444, -0.00942, -3.89531)
C (-3.41446, -0.19227, -3.01039)
C (-4.68456, -0.22262, -3.59988)
C (-5.83336, -0.39983, -2.82507)
C (-5.74302, -0.56259, -1.44446)
C (-4.48703, -0.53784, -0.83983)
C (-3.34562, -0.35818, -1.62225)
C (-0.12377, 0.98728, -1.52971)
C (0.63149, -0.15494, -2.13652)
C (1.50803, 0.23254, -3.36372)
C (2.79331, -0.62448, -3.47861)
C (4.08062, 0.11447, -3.19679)
F (5.08358, -0.55240, -3.81534)
F (4.04870, 1.35136, -3.71776)
C (4.48951, 0.22244, -1.69352)
F (4.13198, 1.39462, -1.19728)
F (3.90005, -0.73734, -0.98709)
F (5.79405, 0.08920, -1.54089)
H (0.29931, -1.32650, 2.00876)
H (1.09278, -1.91506, 0.54465)
H (-0.46776, -1.15053, 0.42505)
H (0.11543, 1.06522, 2.74596)
H (1.25811, 2.31204, 2.32828)
H (1.82686, 0.79526, 3.07028)
H (-1.83672, 3.88666, 0.17660)
H (-2.52191, 3.83397, -3.31920)
H (-2.75112, 4.58888, -1.77865)
H (-4.68711, 2.80685, -3.06223)
H (-4.15104, 3.12916, -0.26601)
H (-2.11642, 2.07995, -4.06803)
H (-0.58238, 1.34317, -4.33656)
H (-1.56822, -0.88932, -3.82995)
H (-2.56336, 0.01241, -4.91892)
H (-4.79742, -0.10893, -4.66753)
H (-6.80482, -0.42234, -3.29183)
H (-6.62042, -0.71453, -0.83766)
H (-4.35708, -0.65793, 0.22295)
H (-2.37924, -0.36066, -1.13681)
H (1.26760, -0.67379, -1.43298)
H (-0.12147, -0.87421, -2.44374)
H (1.76592, 1.28158, -3.27690)
H (0.96114, 0.05306, -4.27730)
H (2.88211, -0.94751, -4.51044)
H (2.72559, -1.52992, -2.88914)
N (2.14874, -3.90140, 1.80549)
C (1.56356, -4.98370, 2.31816)
C (2.07281, -6.26633, 2.19004)
C (3.25508, -6.43858, 1.48913)
C (3.87822, -5.32526, 0.94883)
C (3.28717, -4.08610, 1.13572)
H (0.64037, -4.80779, 2.85946)
H (1.55527, -7.10701, 2.63026)
H (3.68524, -7.42401, 1.36771)
H (4.80365, -5.41357, 0.39696)
H (3.74827, -3.18913, 0.73410)
N (1.57200, 2.40291, 5.67742)
C (2.42278, 1.94764, 6.59633)
C (2.03184, 1.47565, 7.84002)
C (0.68232, 1.47884, 8.15105)
C (-0.21724, 1.95136, 7.20907)
C (0.27757, 2.39809, 5.99414)
H (3.47040, 1.96712, 6.31713)
H (2.76840, 1.11759, 8.54555)
H (0.33707, 1.12125, 9.11230)
H (-1.27910, 1.97544, 7.41116)
H (-0.39446, 2.77659, 5.23059)

Cartesian forces, eV/Å:
-0.17 0.18 -0.43
0.93 -0.25 0.19
-1.02 0.20 -0.26
0.13 -0.48 0.66
-0.05 0.04 -0.05
0.16 -0.25 -0.14
-0.34 0.16 -0.59
0.21 -0.02 0.37
0.17 0.07 -0.11
0.03 0.05 -0.03
0.23 0.02 0.40
-0.20 -0.25 0.03
-0.24 -0.09 0.24
-0.67 -0.05 0.07
-0.16 0.05 0.62
0.33 -0.04 0.29
0.59 0.07 -0.10
0.25 0.08 -0.71
-0.15 -0.05 -0.18
-0.45 0.64 -0.51
0.22 -0.06 -0.35
0.21 -0.50 0.71
-0.65 0.38 -0.29
0.23 -0.63 0.18
0.12 -0.14 -0.05
0.01 0.46 -0.14
0.27 0.13 -0.50
-0.35 0.48 0.24
-0.30 -0.51 0.36
0.38 0.02 0.02
0.03 -0.07 0.19
0.15 -0.22 0.14
-0.19 0.08 0.06
-0.05 -0.04 0.11
0.33 0.14 0.07
0.29 -0.08 -0.02
0.02 0.14 0.25
-0.05 -0.01 -0.29
-0.07 0.14 0.05
-0.19 -0.11 -0.11
-0.13 -0.06 0.17
-0.15 0.28 -0.14
0.20 0.03 -0.01
0.24 0.01 0.08
0.05 -0.06 -0.23
0.09 0.01 -0.17
-0.09 0.01 -0.14
-0.17 0.03 -0.02
-0.18 -0.05 0.18
0.09 -0.07 0.11
0.01 0.10 0.32
-0.06 -0.24 -0.01
0.05 0.22 -0.29
-0.22 0.26 -0.15
0.15 -0.02 -0.18
0.11 -0.12 0.18
0.06 -0.08 -0.06
-0.04 0.09 0.02
0.02 0.01 -0.01
0.02 -0.04 0.00
-0.01 -0.01 0.01
-0.04 0.08 0.03
0.00 -0.05 0.01
-0.02 0.01 0.01
0.00 0.00 0.00
0.01 0.02 0.00
0.04 -0.02 -0.02
-0.06 -0.08 0.00
0.05 0.04 -0.09
-0.03 0.01 0.00
-0.01 -0.02 0.04
0.01 -0.01 0.00
0.04 0.03 -0.07
0.01 -0.02 0.04
0.02 0.01 -0.01
0.00 0.00 0.00
-0.01 0.01 -0.01
-0.04 0.00 0.03

Results
- HOMO energy (hartree) = -0.4236
- LUMO energy (Ha) = -0.13718
- net charge = +1
- 2S+1 = 1

[2]
Below is a molecular structure, C31H36MoN7O4S, with properties calculated with wB97M-V/def2-TZVPD.

Geometry (Å):
Mo (0.15608, 0.07504, -0.40826)
O (0.48442, 0.72635, -2.19310)
C (-0.18656, 1.55521, -2.99652)
C (-0.36716, 1.21810, -4.33422)
C (-1.05186, 2.09761, -5.15356)
C (-1.53428, 3.31480, -4.67205)
C (-1.32298, 3.65305, -3.35183)
C (-0.66047, 2.76983, -2.49102)
C (-0.39094, 3.18776, -1.13301)
N (0.11153, 2.48846, -0.18346)
C (0.32760, 3.21747, 1.07334)
C (1.59745, 2.72803, 1.74505)
N (1.46613, 1.29610, 1.79930)
C (1.98014, 0.61253, 2.73531)
C (1.73993, -0.82513, 2.85812)
C (2.50954, -1.57382, 3.75007)
C (2.29265, -2.93116, 3.91199)
C (1.27159, -3.54399, 3.19290)
C (0.46999, -2.81844, 2.32425)
C (0.70277, -1.45632, 2.15452)
O (-0.09786, -0.74337, 1.35327)
H (0.00865, 0.27112, -4.69197)
H (-1.21084, 1.83431, -6.19082)
H (-2.06010, 3.98984, -5.33050)
H (-1.67048, 4.60418, -2.96843)
H (-0.62711, 4.23748, -0.93695)
H (-0.51906, 3.01591, 1.73626)
H (0.37290, 4.29260, 0.88874)
H (1.69857, 3.18675, 2.73479)
H (2.47801, 3.01098, 1.15995)
H (2.60684, 1.06329, 3.51439)
H (3.28849, -1.07409, 4.31367)
H (2.90123, -3.50304, 4.59695)
H (1.08852, -4.60337, 3.31866)
H (-0.32873, -3.27894, 1.75826)
C (-2.68132, -5.58181, -1.08261)
C (-3.09457, -4.33976, -0.30968)
N (-3.04318, -3.12500, -1.10629)
C (-1.90371, -2.44731, -1.41222)
S (-1.94795, -1.21307, -2.55812)
N (-0.81660, -2.88989, -0.75335)
N (0.24954, -2.06411, -0.83638)
C (1.42520, -2.61064, -0.76663)
C (1.65318, -4.08136, -0.82854)
C (2.55697, -1.68330, -0.60518)
C (3.88521, -2.09443, -0.55462)
C (4.87672, -1.13239, -0.47009)
C (4.53601, 0.21350, -0.46153)
C (3.19722, 0.55435, -0.48529)
N (2.23978, -0.37353, -0.51722)
H (-2.74368, -6.46656, -0.44899)
H (-1.65842, -5.48436, -1.44171)
H (-3.33145, -5.74073, -1.94366)
H (-2.45339, -4.19701, 0.55942)
H (-4.11916, -4.43971, 0.05465)
H (-3.79783, -2.95505, -1.75240)
H (0.78680, -4.56607, -1.27084)
H (1.79422, -4.49053, 0.17506)
H (2.53835, -4.31490, -1.41711)
H (4.12940, -3.14320, -0.58915)
H (5.91431, -1.43344, -0.43204)
H (5.28386, 0.99124, -0.43836)
H (2.86234, 1.58060, -0.49146)
O (-3.67048, 1.93060, -0.30816)
C (-3.07672, 0.84634, 0.10054)
O (-1.92510, 0.59882, -0.21453)
C (-3.92621, -0.10806, 0.93218)
N (-5.26561, 0.48145, 1.09680)
C (-5.45554, 0.86289, 2.51961)
C (-4.05028, 0.83564, 3.11546)
C (-3.36505, -0.28871, 2.34566)
H (-3.94129, -1.04345, 0.36434)
H (-5.99337, -0.13788, 0.77070)
H (-4.59599, 1.81680, 0.05438)
H (-6.10643, 0.14366, 3.02232)
H (-5.92081, 1.84600, 2.59015)
H (-4.06791, 0.66233, 4.18980)
H (-3.54337, 1.78904, 2.94459)
H (-3.68724, -1.25878, 2.72791)
H (-2.27757, -0.26505, 2.36612)

Cartesian forces, eV/Å:
-0.13 0.56 0.14
0.24 -0.12 0.05
0.10 -0.23 0.20
-0.14 0.24 0.00
0.04 -0.10 -0.03
0.02 0.02 0.10
-0.01 -0.07 -0.11
-0.05 0.06 0.04
0.06 0.06 -0.21
-0.15 -0.27 -0.05
-0.03 -0.08 -0.02
-0.08 0.09 0.11
0.24 -0.19 -0.17
-0.24 -0.18 -0.03
0.21 0.07 0.11
-0.01 -0.13 -0.05
0.04 0.15 -0.01
-0.10 -0.02 -0.09
0.18 -0.07 0.19
-0.16 0.15 -0.22
-0.36 0.04 -0.06
0.01 -0.02 0.00
-0.01 0.00 -0.02
-0.01 0.02 -0.03
-0.01 0.03 0.02
0.03 -0.01 0.01
0.02 -0.03 0.02
-0.03 0.00 0.02
0.04 -0.03 -0.02
-0.04 0.00 -0.08
-0.06 0.09 0.00
0.02 0.00 0.02
0.01 -0.02 0.02
0.00 -0.02 0.01
-0.03 -0.01 -0.01
-0.02 -0.06 -0.02
0.00 0.01 0.06
-0.09 0.20 -0.18
0.20 -0.59 0.53
0.06 0.23 -0.05
-0.22 0.40 -0.28
0.28 -0.09 0.13
0.21 0.25 0.02
-0.12 -0.04 -0.02
-0.17 -0.06 -0.02
-0.09 0.24 -0.01
-0.01 -0.06 -0.01
-0.17 0.07 -0.01
0.21 -0.22 -0.05
-0.19 -0.23 -0.10
0.01 -0.02 0.02
0.04 0.01 0.00
-0.01 0.02 -0.01
0.00 -0.02 -0.01
0.02 -0.02 -0.01
0.01 -0.03 0.00
0.03 0.02 0.01
-0.01 0.01 0.02
0.01 0.00 -0.03
0.02 -0.04 0.01
0.03 0.01 0.00
0.05 0.00 0.01
0.01 0.03 0.02
-0.11 0.01 0.11
0.05 -0.34 -0.15
0.27 0.21 0.33
-0.08 -0.03 -0.10
0.19 0.09 -0.03
-0.05 -0.02 -0.03
-0.02 0.02 0.09
0.04 -0.07 -0.03
-0.01 0.04 0.04
0.01 0.05 -0.05
-0.08 0.05 -0.04
0.04 0.00 0.02
-0.01 -0.04 0.00
0.01 0.02 0.00
0.01 0.00 -0.04
0.00 0.00 0.00
0.03 0.02 0.00

Results
- HOMO energy (alpha / beta) (hartree) = -0.3656 / -0.3649
- LUMO energy (alpha / beta) (Ha) = -0.12872 / -0.12722
- <S²> = 2.014
- net charge = +1
- 2S+1 = 3

[3]
Below is a molecular structure, C31H36N4O2PdSe, with properties calculated with wB97M-V/def2-TZVPD.

Geometry (Å):
Pd (-0.69038, 0.42903, -1.81119)
O (-2.49815, 1.05612, -2.28984)
C (-2.69744, 1.63556, -3.46063)
C (-4.03111, 1.71975, -3.90622)
C (-4.36402, 2.30685, -5.10554)
C (-3.38039, 2.83209, -5.95325)
C (-2.06977, 2.74111, -5.55013)
C (-1.70214, 2.18735, -4.31109)
C (-0.27859, 2.21737, -3.99900)
N (0.22739, 2.13654, -2.83508)
C (1.68958, 2.09455, -2.69725)
C (1.99851, 1.29236, -1.43687)
N (1.27170, 0.01799, -1.52962)
C (1.88096, -1.11045, -1.55541)
C (1.29937, -2.36111, -1.93195)
C (1.95541, -3.55683, -1.56208)
C (1.39992, -4.78236, -1.80856)
C (0.15634, -4.83232, -2.49218)
C (-0.47407, -3.69578, -2.92719)
C (0.07486, -2.39384, -2.68545)
O (-0.46119, -1.34330, -3.16467)
H (-4.78861, 1.29535, -3.25810)
H (-5.40673, 2.34704, -5.40713)
H (-3.64251, 3.29841, -6.89462)
H (-1.28172, 3.13569, -6.18742)
H (0.38683, 2.35549, -4.85767)
H (2.15075, 1.61161, -3.56087)
H (2.09778, 3.10253, -2.60522)
H (3.07117, 1.14453, -1.33249)
H (1.62751, 1.84535, -0.58231)
H (2.92912, -1.11251, -1.25999)
H (2.91747, -3.48758, -1.05290)
H (1.89624, -5.69299, -1.49549)
H (-0.30041, -5.80045, -2.68758)
H (-1.40098, -3.73975, -3.48609)
C (-2.46190, 2.70951, 3.50469)
C (-1.04554, 2.45794, 4.02977)
C (0.03410, 3.18162, 3.22379)
C (0.25211, 2.61356, 1.82333)
N (0.67201, 1.21223, 1.86283)
C (-0.03773, 0.15842, 1.40109)
Se (-1.68925, 0.22575, 0.56386)
N (0.70702, -0.94541, 1.61412)
C (0.32348, -2.32695, 1.29945)
C (0.12728, -3.16036, 2.56432)
C (-0.97193, -2.64520, 3.49306)
C (-2.38105, -2.84493, 2.92809)
C (1.94813, -0.58791, 2.14180)
C (3.07313, -1.33975, 2.44934)
C (4.18469, -0.65137, 2.91493)
C (4.16239, 0.74026, 3.07651)
C (3.02801, 1.48155, 2.77681)
C (1.92606, 0.78495, 2.30239)
H (-3.20725, 2.25978, 4.16735)
H (-2.60747, 2.27954, 2.51088)
H (-2.66829, 3.78458, 3.44903)
H (-0.83597, 1.38056, 4.03402)
H (-0.98026, 2.79553, 5.06618)
H (0.97903, 3.15984, 3.77347)
H (-0.24516, 4.23313, 3.10371)
H (1.02011, 3.18554, 1.30408)
H (-0.65536, 2.65850, 1.23097)
H (1.10089, -2.76317, 0.67532)
H (-0.58178, -2.28325, 0.70676)
H (1.07358, -3.21314, 3.11097)
H (-0.11452, -4.17752, 2.24002)
H (-0.80279, -1.58091, 3.70404)
H (-0.88863, -3.17125, 4.44651)
H (-2.54747, -2.23857, 2.03445)
H (-3.13881, -2.55858, 3.66334)
H (-2.54699, -3.89630, 2.66676)
H (3.08798, -2.41756, 2.32585)
H (5.08712, -1.20191, 3.15359)
H (5.04764, 1.24962, 3.43872)
H (3.01073, 2.55826, 2.90488)

Cartesian forces, eV/Å:
0.60 0.57 -0.11
-0.19 -0.10 -0.65
0.16 -0.11 0.56
-0.19 0.09 -0.01
-0.01 0.01 -0.05
-0.05 -0.02 0.08
0.07 0.06 0.02
0.22 -0.21 -0.06
-0.27 0.30 -0.35
0.39 -0.30 0.11
-0.29 -0.10 0.11
-0.14 -0.36 -0.24
-0.36 0.63 0.45
-0.01 -0.28 -0.22
0.00 0.04 0.30
0.05 0.04 0.01
-0.15 -0.03 -0.08
0.05 0.09 0.04
0.15 -0.16 -0.02
0.13 0.28 -0.15
-0.39 -0.52 -0.07
0.02 0.02 -0.05
0.08 -0.01 0.05
0.01 -0.08 0.04
-0.05 -0.05 0.05
-0.01 0.14 -0.08
0.03 -0.03 -0.11
-0.05 0.07 0.04
0.19 -0.14 0.06
-0.09 0.10 0.26
0.25 0.01 -0.13
-0.12 0.01 -0.03
-0.04 0.05 -0.06
0.07 0.13 0.01
0.01 -0.01 0.06
0.03 -0.01 0.05
-0.13 0.04 -0.14
-0.08 -0.07 0.01
0.04 -0.12 0.26
0.28 0.55 -0.09
0.06 -0.15 0.22
-0.01 -0.04 0.11
0.26 -0.51 -0.13
0.13 0.03 0.34
-0.05 0.10 0.01
-0.14 -0.02 -0.13
0.03 0.01 0.05
-0.32 -0.39 -0.13
0.11 -0.12 0.00
-0.06 0.05 -0.02
-0.05 -0.05 -0.03
0.11 0.10 0.03
-0.30 0.39 -0.05
0.08 0.05 -0.08
0.02 0.05 0.06
0.02 -0.12 0.02
-0.03 0.09 0.05
0.02 -0.04 0.01
-0.04 0.03 0.00
0.06 -0.01 0.04
0.11 0.01 -0.08
-0.11 -0.07 -0.10
0.01 0.04 0.01
-0.14 0.09 -0.13
-0.04 -0.03 -0.01
0.06 0.02 0.03
-0.02 -0.10 0.03
0.01 0.04 0.02
0.03 -0.07 0.05
0.08 -0.03 -0.08
0.02 0.11 0.04
0.01 0.14 -0.01
-0.07 0.05 0.00
-0.06 -0.05 -0.01
0.02 -0.12 -0.04

Results
- HOMO energy (alpha / beta) (hartree) = -0.2560 / -0.2561
- LUMO energy (alpha / beta) (Ha) = -0.00541 / -0.00546
- net charge = 0
- 2S+1 = 1

> Which of these has the lowest net charge?

C31H36N4O2PdSe